C39H102AsF6N6O12 as an isolated structure at a distorted geometry, computed with wB97M-V/def2-TZVPD.

The geometry in XYZ format:
```
166
Properties=species:S:1:pos:R:3:mulliken_charge:R:1
As 0.223 0.388 1.035 1.927
F 0.582 2.092 0.725 -0.199
F -1.271 0.901 1.939 -0.457
F -0.421 -1.313 1.305 0.209
F 1.779 -0.269 0.401 0.068
F 1.030 0.372 2.632 -0.460
F -0.512 0.298 -0.588 -0.397
C -3.629 -3.989 -1.450 -1.756
C -2.564 -4.163 -2.530 1.647
C -3.188 -4.749 -3.885 -1.263
C -3.725 -3.608 -4.919 -0.744
C -2.602 -2.559 -5.131 -1.270
C -2.008 -1.949 -3.796 1.567
N -1.728 -2.973 -2.798 -0.253
O -1.111 -2.511 -1.609 0.689
C -0.764 -1.207 -4.153 -1.500
C -3.122 -0.951 -3.217 -1.011
C -1.538 -5.298 -2.053 -1.886
H -3.288 -3.402 -0.598 0.226
H -3.879 -4.984 -1.080 0.496
H -4.566 -3.514 -1.739 0.351
H -2.476 -5.361 -4.439 0.413
H -4.065 -5.308 -3.561 0.441
H -4.650 -3.127 -4.602 0.361
H -3.916 -4.125 -5.859 0.439
H -2.950 -1.747 -5.769 0.427
H -1.791 -3.022 -5.694 0.421
H 0.142 -1.812 -4.205 0.278
H -0.859 -0.603 -5.055 0.449
H -0.531 -0.559 -3.308 -0.051
H -3.269 -0.025 -3.773 0.389
H -4.099 -1.419 -3.098 0.308
H -2.867 -0.530 -2.245 -0.180
H -0.593 -5.460 -2.572 0.403
H -2.041 -6.264 -2.014 0.475
H -1.227 -5.077 -1.032 0.345
H -1.865 -2.124 -1.157 0.011
C 4.728 5.066 -1.960 -1.656
C 3.258 5.412 -1.540 1.673
C 3.255 6.877 -0.906 -1.368
C 3.410 7.989 -1.978 -0.657
C 2.250 7.789 -2.886 -1.486
C 2.189 6.419 -3.588 1.979
N 2.201 5.343 -2.572 0.715
O 2.045 4.046 -3.082 -0.521
C 0.792 6.298 -4.217 -1.998
C 3.254 6.214 -4.663 -1.876
C 2.855 4.453 -0.383 -2.653
H 5.390 5.228 -1.109 0.470
H 5.181 5.568 -2.815 0.258
H 4.927 3.995 -1.997 0.376
H 2.358 7.012 -0.303 0.398
H 4.067 6.888 -0.178 0.470
H 4.332 7.803 -2.528 0.265
H 3.507 9.038 -1.697 0.426
H 2.011 8.635 -3.531 0.448
H 1.374 7.822 -2.238 0.405
H 0.005 6.321 -3.463 0.172
H 0.525 7.123 -4.878 0.506
H 0.761 5.347 -4.748 0.504
H 2.892 6.445 -5.665 0.468
H 4.193 6.768 -4.635 0.330
H 3.483 5.155 -4.783 0.383
H 3.599 4.422 0.414 0.621
H 2.805 3.412 -0.701 0.464
H 1.936 4.675 0.158 0.375
H 1.169 3.777 -2.798 0.283
C 4.217 -6.738 1.438 -1.763
C 4.121 -5.355 0.746 1.641
C 2.987 -5.499 -0.284 -1.627
C 1.531 -5.399 0.187 -0.417
C 1.427 -4.204 1.219 0.516
C 2.474 -4.123 2.333 2.076
N 3.836 -4.282 1.703 0.961
O 4.950 -3.889 2.545 -0.605
C 2.288 -2.689 2.847 -1.053
C 2.018 -5.101 3.461 -1.749
C 5.368 -5.079 -0.151 -1.850
H 5.174 -6.794 1.956 0.390
H 4.224 -7.554 0.715 0.401
H 3.508 -6.982 2.229 0.279
H 3.167 -4.715 -1.020 0.343
H 2.953 -6.487 -0.742 0.472
H 1.297 -6.340 0.684 0.508
H 0.821 -5.158 -0.604 -0.023
H 0.473 -4.474 1.671 -0.304
H 1.197 -3.204 0.853 -0.695
H 2.754 -2.595 3.828 0.652
H 2.713 -1.913 2.210 -0.309
H 1.263 -2.373 3.039 -0.189
H 1.754 -6.052 2.998 0.418
H 2.771 -5.260 4.233 0.323
H 1.187 -4.680 4.027 0.356
H 5.484 -5.749 -1.003 0.386
H 6.313 -5.233 0.371 0.381
H 5.412 -4.075 -0.574 0.336
H 5.134 -3.054 2.108 0.330
O 3.932 0.045 4.287 -0.584
H 4.883 -0.018 4.369 0.272
H 3.787 0.329 3.384 0.403
O -2.851 -1.287 0.331 -0.709
H -2.570 -0.448 -0.034 0.076
H -2.271 -1.430 1.079 0.027
O 3.426 1.185 1.881 -0.686
H 4.090 1.364 1.215 0.303
H 2.766 0.661 1.427 0.097
O 4.246 -1.670 0.398 -0.834
H 3.984 -2.534 0.716 0.258
H 3.420 -1.218 0.224 0.195
O 0.038 0.989 4.956 -0.843
H 0.623 0.718 4.249 0.421
H -0.630 1.522 4.525 0.442
O 2.014 -0.207 -2.528 -0.632
H 2.299 -1.109 -2.674 0.260
H 1.372 -0.269 -1.821 -0.064
C -2.065 4.378 -1.536 -1.107
C -1.613 2.950 -2.069 0.947
C -1.868 2.780 -3.609 -0.428
O -3.259 2.969 -3.811 -0.394
C -3.628 3.067 -5.215 -0.813
N -0.182 2.818 -1.716 0.535
H -3.098 4.526 -1.852 0.453
H -1.452 5.135 -2.026 -0.099
H -2.113 4.488 -0.452 0.329
H -2.230 2.127 -1.707 0.011
H -1.458 1.812 -3.896 0.256
H -1.320 3.593 -4.085 0.189
H -3.240 2.207 -5.761 0.296
H -3.365 4.008 -5.698 0.285
H -4.713 2.969 -5.197 0.295
H -0.127 1.810 -1.679 -0.868
H -0.041 3.095 -0.755 0.017
C -1.626 -2.928 4.116 -0.629
C -2.684 -3.590 4.877 1.025
C -2.219 -4.409 6.072 -0.879
O -3.454 -5.097 6.522 -0.334
C -3.232 -5.826 7.689 -0.813
N -3.498 -2.449 5.350 -0.804
H -1.300 -3.645 3.362 -0.057
H -0.637 -2.683 4.505 0.386
H -1.991 -2.070 3.551 -0.366
H -3.241 -4.270 4.233 0.144
H -1.751 -3.862 6.890 0.481
H -1.562 -5.245 5.832 0.346
H -2.915 -5.124 8.461 0.332
H -2.493 -6.625 7.628 0.284
H -4.118 -6.246 8.165 0.288
H -3.731 -1.959 4.498 0.275
H -4.338 -2.827 5.763 0.252
C -1.329 4.524 3.132 -1.060
C -2.561 3.850 3.808 0.319
C -3.892 3.941 2.929 -0.608
O -4.126 5.174 2.271 -0.291
C -5.456 5.372 1.839 -0.845
N -2.161 2.446 4.031 -0.513
H -1.626 5.546 2.896 0.467
H -1.049 4.138 2.152 -0.031
H -0.401 4.557 3.703 0.368
H -2.724 4.278 4.797 0.286
H -4.804 3.683 3.468 0.427
H -3.893 3.094 2.244 0.310
H -6.074 5.582 2.712 0.362
H -5.893 4.580 1.230 0.308
H -5.373 6.306 1.284 0.257
H -1.807 2.148 3.133 -0.074
H -3.037 1.946 4.077 0.212
```

max |F|: 3.5 eV/Å
LUMO: 1.849 eV
total energy: -5613.481296 Ha
molecular weight: 1036.2 g/mol
HOMO: -6.08 eV
charge: -1